No. 1
The following is a DFT calculation (ωB97M-V with the def2-TZVPD basis set) of a cluster of 2 separate species, C3H8N3O2 in total.

The geometry in ORCA input format:
```
! wB97M-V def2-TZVPD RIJCOSX def2/J DEFGRID3
* xyz 1 3
C -0.9978 0.6904 0.6218
C 0.9921 2.0039 -0.4050
C 0.2278 1.1186 0.8160
N 1.4777 -1.0992 0.0183
N -2.0396 0.2940 -0.0684
N 0.6575 -1.9801 0.1606
O -1.5704 -1.1150 -0.5384
O -3.1772 0.5037 -0.1352
H 1.2150 1.2186 -1.0181
H 0.2044 2.6362 -0.8361
H 1.7953 2.5382 0.1451
H 0.7110 0.6873 1.6853
H 2.4275 -1.4702 0.0608
H -0.2112 -1.4864 0.0047
H 0.5860 -2.9491 0.3537
H -2.2981 -1.5909 -0.8652
*
```

The calculation puts the energy relative to the best compared isomer or geometry (same formula, charge and spin) at 593.1 kJ/mol. As for the largest force on an atom: 8.53 eV/Å. For the HOMO energy (spin up / spin down), the calculation gives -0.3836 / -0.5139 Ha.

No. 2
The following is a DFT calculation (ωB97M-V with the def2-TZVPD basis set) of the ion C3H8N3OS with charge +1.

The geometry in ORCA input format:
```
! wB97M-V def2-TZVPD RIJCOSX def2/J DEFGRID3
* xyz 1 3
C 0.7162 -0.1813 1.4712
C -1.1006 -0.0081 -0.1678
C -1.2214 0.1012 -1.7297
N 0.3231 -0.1201 0.2426
N -0.0650 0.0606 2.5089
N 1.6052 0.4578 -2.2820
O 2.0200 -0.4668 1.5818
S 0.2466 1.0574 -2.3650
H -1.5246 0.9779 0.1925
H -1.6223 -1.0617 0.2096
H -1.2888 -0.8470 -2.0806
H -2.0249 0.6684 -1.9107
H -0.8897 0.6642 2.3584
H 0.4324 0.1090 3.3926
H 2.5027 -0.9038 0.8730
H 1.8910 -0.5078 -2.2948
*
```

The calculation puts the energy relative to the best compared isomer or geometry (same formula, charge and spin) at 0.0 kJ/mol. As for the largest force on an atom: 5.52 eV/Å. For the HOMO energy (spin up / spin down), the calculation gives -0.4680 / -0.5016 Ha.

No. 3
The following is a DFT calculation (ωB97M-V with the def2-TZVPD basis set) of the ion C3H8N3S with charge +1.

The geometry in ORCA input format:
```
! wB97M-V def2-TZVPD RIJCOSX def2/J DEFGRID3
* xyz 1 1
N -2.1069 0.2416 0.5532
C -1.1137 0.4000 1.4066
N 0.1804 0.2542 1.1034
C 0.8544 0.4755 -0.1319
C 1.5420 -0.7737 -0.7396
N 1.1866 -1.1107 -2.0747
S 0.1038 -0.5802 -2.9931
H -3.0894 0.4639 0.8546
H -2.0638 -0.1766 -0.4237
H -1.4986 0.6958 2.3359
H 0.7213 0.4712 1.8878
H 1.5407 1.3315 -0.1304
H -0.0249 0.7732 -0.8033
H 2.6574 -0.8550 -0.5943
H 1.1107 -1.6109 -0.2505
*
```

The calculation puts the energy relative to the best compared isomer or geometry (same formula, charge and spin) at 210.6 kJ/mol. As for the largest force on an atom: 3.32 eV/Å. For the HOMO energy (spin up / spin down), the calculation gives -0.4264 / -0.4266 Ha. The SMILES is [NH2+]=CNCCN=S.

No. 4
The following is a DFT calculation (ωB97M-V with the def2-TZVPD basis set) of the ion C3H8N3S with charge +1.

The geometry in ORCA input format:
```
! wB97M-V def2-TZVPD RIJCOSX def2/J DEFGRID3
* xyz 1 1
C 1.2187 -0.4764 -0.2908
C -0.2502 -0.8244 1.3941
C -0.9095 0.7356 -0.5568
N 0.8645 -1.5843 1.7852
N 0.0294 -0.0716 0.1567
N 1.5765 0.0057 -1.4876
S 2.1762 -1.5206 0.6346
H -0.9847 -1.5549 1.0653
H -0.7339 -0.2087 2.1579
H -1.6601 1.2039 0.1314
H -0.5516 1.5323 -1.1058
H -1.2848 0.0108 -1.2545
H 1.2317 -1.6820 2.6949
H 0.7866 0.1939 -2.1373
H 2.5558 -0.0601 -1.8219
*
```

The calculation puts the energy relative to the best compared isomer or geometry (same formula, charge and spin) at 93.3 kJ/mol. As for the largest force on an atom: 4.38 eV/Å. For the HOMO energy, the calculation gives -0.4739 Ha.

No. 5
The following is a DFT calculation (ωB97M-V with the def2-TZVPD basis set) of an isolated molecule of C3H8N4.

The geometry in ORCA input format:
```
! wB97M-V def2-TZVPD RIJCOSX def2/J DEFGRID3
* xyz 0 1
H -2.1083 -2.6534 0.0052
N -1.1902 -2.3272 0.3140
C -1.0069 -1.1234 -0.0971
N -1.8824 -0.4321 -0.8763
C 0.2693 -0.4434 0.2960
N 1.2076 -0.2163 -0.7977
N 0.4312 0.9081 -0.2241
C 1.1881 1.7709 0.6702
H -2.4377 -0.9873 -1.5122
H -1.4251 0.3515 -1.3437
H 0.6713 -0.6924 1.2730
H 2.1631 -0.2264 -0.4393
H 1.4959 2.6726 0.1309
H 2.0893 1.3194 1.1050
H 0.5350 2.0794 1.4960
*
```

The calculation puts the energy relative to the best compared isomer or geometry (same formula, charge and spin) at 241.5 kJ/mol. As for the largest force on an atom: 2.06 eV/Å. For the HOMO energy, the calculation gives -0.3400 Ha. The SMILES is [H]/N=C(\N)[C@H]1NN1C.

No. 6
The following is a DFT calculation (ωB97M-V with the def2-TZVPD basis set) of an isolated molecule of C3H8N4.

The geometry in ORCA input format:
```
! wB97M-V def2-TZVPD RIJCOSX def2/J DEFGRID3
* xyz 0 1
C 1.3678 0.2592 0.6915
C 0.3762 -0.5954 -0.0655
C 0.2638 -0.1242 -1.6030
N -0.8538 0.6430 -1.6964
N -1.5617 0.5702 -0.6909
N -0.9732 -0.2633 0.2440
N -1.3258 -0.0433 1.5463
H 1.1100 1.2142 0.2707
H 2.3551 0.0045 0.4022
H 1.2929 0.0115 1.8554
H 0.5803 -1.7502 -0.0726
H 1.0436 0.5800 -2.0884
H 0.0488 -1.0003 -2.2011
H -2.2723 -0.4134 1.6963
H -1.4518 0.9076 1.7114
*
```

The calculation puts the energy relative to the best compared isomer or geometry (same formula, charge and spin) at 373.4 kJ/mol. As for the largest force on an atom: 4.20 eV/Å. For the HOMO energy, the calculation gives -0.3274 Ha. The SMILES is C[C@@H]1CN=NN1N.

No. 7
The following is a DFT calculation (ωB97M-V with the def2-TZVPD basis set) of an isolated molecule of C3H8N4.

The geometry in ORCA input format:
```
! wB97M-V def2-TZVPD RIJCOSX def2/J DEFGRID3
* xyz 0 1
H -1.6831 1.7557 -1.1914
N -1.4119 0.7569 -1.1917
C -0.7283 0.4288 -0.1601
N -0.4398 1.2664 0.8865
N 0.6135 1.0652 1.7849
C -0.1291 -0.9669 -0.0952
C 0.4873 -1.5492 -1.2864
N 1.3615 -1.0267 -0.2624
H -0.6386 2.2677 0.7574
H 1.3883 0.6525 1.2918
H 0.2859 0.4196 2.5145
H -0.5748 -1.5849 0.6809
H 0.4728 -0.9514 -2.1898
H 0.3877 -2.6460 -1.4221
H 1.7192 -1.8219 0.2886
*
```

The calculation puts the energy relative to the best compared isomer or geometry (same formula, charge and spin) at 256.5 kJ/mol. As for the largest force on an atom: 1.44 eV/Å. For the HOMO energy, the calculation gives -0.3312 Ha. The SMILES is [H]/N=C(\NN)[C@H]1CN1.

No. 8
The following is a DFT calculation (ωB97M-V with the def2-TZVPD basis set) of an isolated molecule of C3H8N4.

The geometry in ORCA input format:
```
! wB97M-V def2-TZVPD RIJCOSX def2/J DEFGRID3
* xyz 0 3
C 1.9804 1.1147 -0.1353
C -2.2225 -0.3839 -0.3604
C -0.9635 -0.8780 0.2898
N 2.7152 -0.2748 0.0127
N 2.1104 -1.2695 0.0432
N 0.6232 0.8756 0.1228
N 0.1442 -0.2688 -0.4081
H 2.5149 1.8924 0.4609
H 2.0306 1.5171 -1.0851
H -2.3650 -0.5919 -1.4507
H -3.1719 -0.8098 0.2604
H -2.1458 0.7813 -0.2258
H -0.7243 -0.7140 1.4370
H -0.6953 -1.9680 -0.0649
H 0.1696 0.9775 1.1033
*
```

The calculation puts the energy relative to the best compared isomer or geometry (same formula, charge and spin) at 72.2 kJ/mol. As for the largest force on an atom: 5.15 eV/Å. For the HOMO energy (spin up / spin down), the calculation gives -0.2263 / -0.3515 Ha.

No. 9
The following is a DFT calculation (ωB97M-V with the def2-TZVPD basis set) of an isolated molecule of C3H8N4.

The geometry in ORCA input format:
```
! wB97M-V def2-TZVPD RIJCOSX def2/J DEFGRID3
* xyz 0 3
C 1.6643 -0.1520 0.2940
C 0.7540 0.9296 -0.4669
C 1.2861 -1.5202 0.0813
N -3.4175 -0.6396 -0.2214
N -2.4170 0.0457 -0.1244
N -0.4885 1.1916 0.3022
N -1.3087 -0.0187 0.3249
H 2.6948 0.1058 0.0634
H 1.4649 0.0161 1.3848
H 1.4666 1.7826 -0.3133
H 0.5867 0.9330 -1.5955
H 1.6376 -2.1281 -0.7853
H 0.5212 -1.9741 0.7201
H -4.1071 -0.1786 -0.8612
H -0.3376 1.6069 1.1974
*
```

The calculation puts the energy relative to the best compared isomer or geometry (same formula, charge and spin) at 157.1 kJ/mol. As for the largest force on an atom: 3.05 eV/Å. For the HOMO energy (spin up / spin down), the calculation gives -0.2721 / -0.3337 Ha.

No. 10
The following is a DFT calculation (ωB97M-V with the def2-TZVPD basis set) of a cluster of 2 separate species, C3H8N4 in total.

The geometry in ORCA input format:
```
! wB97M-V def2-TZVPD RIJCOSX def2/J DEFGRID3
* xyz 0 3
C -2.1088 -1.9440 -0.0305
C 2.6485 0.3761 -0.8012
C -0.9755 1.2325 0.9921
N -2.0381 -0.7391 0.3431
N 1.2849 0.4160 -0.3515
N 0.4349 -0.2439 -0.8579
N -1.2693 0.2116 0.0313
H -2.9907 -2.4869 0.2647
H -1.3454 -2.4497 -0.6082
H 2.9977 1.4029 -0.9101
H 2.7620 -0.1718 -1.7438
H 3.2368 -0.1104 -0.0218
H -1.4595 1.0359 1.9492
H 0.1141 1.2685 1.1410
H -1.2917 2.2021 0.6037
*
```

The calculation puts the energy relative to the best compared isomer or geometry (same formula, charge and spin) at 130.5 kJ/mol. As for the largest force on an atom: 4.73 eV/Å. For the HOMO energy (spin up / spin down), the calculation gives -0.2173 / -0.3041 Ha.

No. 11
The following is a DFT calculation (ωB97M-V with the def2-TZVPD basis set) of an isolated molecule of C3H8N4O.

The geometry in ORCA input format:
```
! wB97M-V def2-TZVPD RIJCOSX def2/J DEFGRID3
* xyz 0 1
N -2.1775 0.7822 0.1303
N -2.1829 -0.3844 -0.6627
C -1.1495 -1.0895 -0.5566
C -0.1465 -0.7909 0.6205
N 0.9670 0.0747 0.2452
N 0.6476 1.4136 -0.1120
C 2.2198 -0.5306 0.0501
O 3.0491 0.0443 -0.6544
H -3.0857 1.3266 -0.1803
H -1.2679 1.3938 -0.1980
H -1.1779 -2.1469 -0.9639
H 0.3347 -1.6547 1.1332
H -0.7579 -0.1422 1.3612
H 1.4176 1.9811 0.4381
H 1.0650 1.3248 -1.0834
H 2.2448 -1.6019 0.4327
*
```

The calculation puts the energy relative to the best compared isomer or geometry (same formula, charge and spin) at 422.3 kJ/mol. As for the largest force on an atom: 4.15 eV/Å. For the HOMO energy, the calculation gives -0.3248 Ha. The SMILES is N/N=C\CN(N)C=O.

No. 12
The following is a DFT calculation (ωB97M-V with the def2-TZVPD basis set) of a cluster of 2 separate species, C3H8N4O in total.

The geometry in ORCA input format:
```
! wB97M-V def2-TZVPD RIJCOSX def2/J DEFGRID3
* xyz 0 1
C 1.7718 0.4194 0.1958
C 0.3366 0.6316 -0.0722
C -2.5129 -0.7566 -0.0279
H 3.4862 -0.1235 -1.0238
H 3.0598 -1.0391 0.8628
H 2.0460 0.4605 1.2684
H 2.3308 1.2325 -0.2540
H 0.2144 -1.4318 0.0604
H -3.5108 -1.2981 -0.1251
H -3.3816 1.2298 -0.0317
H -1.8369 1.2037 0.0280
N 2.4998 -0.9982 -0.1996
N -0.2563 -0.5662 -0.1513
N -1.4868 -1.3954 -0.3019
N -2.6571 0.6365 0.1609
O -0.1031 1.7949 -0.3890
*
```

The calculation puts the energy relative to the best compared isomer or geometry (same formula, charge and spin) at 651.7 kJ/mol. As for the largest force on an atom: 6.52 eV/Å. For the HOMO energy, the calculation gives -0.3356 Ha.

Q: Which of these has the highest energy relative to the best compared isomer or geometry (same formula, charge and spin)?
A: number 12

Q: Which value of energy relative to the best compared isomer or geometry (same formula, charge and spin) does entry 4 give?
A: 93.3 kJ/mol